Entry 1:
{"formula": "C10H43F6NO11P", "method": "ωB97M-V/def2-TZVPD", "orbital_gap_ev": [8.819, 2.747], "e_homo_ev": [-9.724, -9.722], "spin_multiplicity": 2, "energy_ev": -60673.518, "s_squared": 0.75, "lumo_energy_ev": [-0.9046, -6.9753], "elements": ["P", "F", "F", "F", "F", "F", "F", "C", "C", "O", "H", "H", "H", "H", "H", "H", "C", "C", "O", "H", "H", "H", "H", "H", "H", "C", "C", "O", "H", "H", "H", "H", "H", "H", "C", "C", "C", "O", "C", "N", "H", "H", "H", "H", "H", "H", "H", "H", "H", "H", "H", "O", "H", "H", "O", "H", "H", "O", "H", "H", "O", "H", "H", "O", "H", "H", "O", "H", "H", "O", "H", "H"], "positions_angstrom": [[-0.47693, -0.60561, 1.69763], [1.04259, -0.07022, 1.40711], [-0.87373, -0.84074, 0.07993], [0.10605, -2.08972, 1.57644], [-1.92150, -1.25465, 1.86275], [-0.18242, -0.55935, 3.29176], [-1.08436, 0.95060, 1.62055], [-4.97575, -1.99242, 1.43464], [-4.16060, -2.70740, 0.36608], [-3.72623, -1.73619, -0.60428], [-4.45435, -1.25644, 2.04667], [-5.24190, -2.74977, 2.17198], [-5.93400, -1.62694, 1.06547], [-4.73560, -3.48007, -0.14425], [-3.29586, -3.22243, 0.78450], [-2.90561, -1.41340, -0.22482], [1.46522, 3.06766, 3.44633], [2.36028, 2.37806, 2.51435], [3.52856, 3.19115, 2.55754], [1.88487, 3.52121, 4.34426], [0.68358, 2.32732, 3.61681], [1.24293, 3.94740, 2.84241], [1.92624, 2.15889, 1.53881], [2.60078, 1.34103, 2.74846], [4.25123, 2.55922, 2.55987], [3.93881, -0.48426, -1.19017], [3.03450, -1.68399, -1.21669], [3.07348, -2.21818, -2.52272], [3.72705, 0.02962, -0.25253], [3.71527, 0.12701, -2.06452], [4.99815, -0.74032, -1.20809], [2.00118, -1.43429, -0.97586], [3.27741, -2.59539, -0.67039], [2.48111, -2.97298, -2.55370], [1.32883, 2.71982, -5.32877], [0.92387, 1.97480, -4.09966], [-0.55899, 1.61090, -4.11351], [-0.82674, 1.13758, -2.86565], [-2.25743, 0.99845, -2.72702], [1.75646, 0.81264, -4.04219], [2.39084, 2.94792, -5.23831], [0.70698, 3.61483, -5.30941], [1.32683, 2.26013, -6.31709], [1.12718, 2.58057, -3.21658], [-0.69794, 0.92733, -4.95107], [-1.08649, 2.55566, -4.24495], [-2.37246, 0.90206, -1.64740], [-2.66042, 0.11518, -3.22254], [-2.82324, 1.90159, -2.95573], [2.44069, 1.11495, -3.36356], [1.34538, 0.06205, -3.50577], [-0.18940, -4.92984, 1.28908], [-0.05573, -4.97439, 0.34231], [-0.33417, -4.00065, 1.46756], [0.03955, 2.75814, -0.34991], [-0.11133, 2.10432, 0.33273], [-0.32542, 2.36568, -1.14300], [1.19841, 0.00918, 5.73720], [1.67007, -0.12780, 4.91561], [0.32725, 0.30055, 5.46809], [-0.58705, -1.54713, -2.47210], [-0.89654, -0.74447, -2.89184], [-0.49127, -1.31355, -1.54878], [-2.36729, -1.97054, 4.69174], [-1.51290, -1.78396, 4.30258], [-2.70942, -2.70324, 4.17956], [3.25197, -2.18717, 2.16973], [2.71542, -1.41090, 2.33022], [3.44779, -2.15415, 1.23336], [-3.53168, 2.33371, 1.43002], [-4.10262, 2.22581, 2.19069], [-2.86949, 1.64951, 1.52801]], "lowdin_spin": [0.00, 0.00, 0.00, 0.00, 0.00, 0.00, 0.00, 0.00, 0.00, 0.00, 0.00, 0.00, 0.00, 0.00, 0.00, 0.00, 0.00, 0.00, 0.00, 0.00, 0.00, 0.00, 0.00, 0.00, 0.00, 0.00, 0.00, 0.00, 0.00, 0.00, 0.00, 0.00, 0.00, 0.00, 0.06, 0.11, 0.01, 0.01, 0.00, 0.70, 0.00, 0.00, 0.00, 0.04, 0.00, 0.00, 0.00, 0.00, 0.00, 0.02, 0.03, 0.00, 0.00, 0.00, 0.00, 0.00, 0.00, 0.00, 0.00, 0.00, 0.00, 0.00, 0.00, 0.00, 0.00, 0.00, 0.00, 0.00, 0.00, 0.00, 0.00, 0.00]}

---

Entry 2:
{"formula": "C18H51BN13O26", "method": "ωB97M-V/def2-TZVPD", "total_charge": -1, "orbital_gap_ev": 5.014, "e_homo_ev": -4.352, "energy_ev": -92744.737, "lumo_energy_ev": 0.6624, "elements": ["N", "C", "C", "C", "C", "C", "C", "O", "B", "O", "H", "H", "H", "H", "H", "H", "H", "H", "H", "H", "H", "H", "H", "H", "H", "C", "N", "O", "O", "H", "H", "H", "C", "N", "O", "O", "H", "H", "H", "C", "N", "O", "O", "H", "H", "H", "C", "N", "O", "O", "H", "H", "H", "C", "N", "O", "O", "H", "H", "H", "C", "N", "O", "O", "H", "H", "H", "C", "N", "O", "O", "H", "H", "H", "C", "N", "O", "O", "H", "H", "H", "C", "N", "O", "O", "H", "H", "H", "C", "N", "O", "O", "H", "H", "H", "C", "N", "O", "O", "H", "H", "H", "C", "N", "O", "O", "H", "H", "H"], "positions_angstrom": [[-1.72146, -0.92343, 1.21422], [-0.49792, -1.67526, 0.87513], [0.47441, -1.66246, 2.06076], [1.48328, -2.80358, 2.15285], [1.86809, -3.21138, 3.59940], [1.63877, -2.18211, 4.71705], [0.27141, -2.18445, 5.43199], [0.03659, -0.88024, 5.85732], [0.84130, 0.00221, 4.95203], [1.95988, -0.84408, 4.43871], [-1.40308, -0.07796, 1.68334], [-2.20467, -1.43042, 1.94946], [-0.06054, -1.18236, 0.00577], [-0.76696, -2.70319, 0.62050], [-0.14736, -1.62705, 2.94919], [1.03644, -0.73119, 2.03807], [2.38696, -2.52441, 1.60925], [1.10127, -3.69340, 1.64061], [1.27902, -4.09158, 3.87923], [2.91668, -3.50022, 3.59948], [2.34145, -2.52609, 5.50311], [-0.53326, -2.56189, 4.77300], [0.30443, -2.89086, 6.27157], [1.22394, 1.05242, 5.49007], [0.07482, 0.35253, 4.00630], [5.99614, -2.17791, 1.33007], [5.14579, -3.32886, 0.91237], [4.60854, -3.96905, 1.78678], [5.03926, -3.54387, -0.28124], [5.97965, -2.12511, 2.41203], [6.99268, -2.36787, 0.94206], [5.57327, -1.28389, 0.88193], [-1.08026, 0.73365, -2.99531], [0.09316, 0.88781, -2.09266], [1.02875, 0.12999, -2.23739], [0.02439, 1.76679, -1.25863], [-0.88659, -0.07935, -3.68115], [-1.93490, 0.52896, -2.35564], [-1.20699, 1.67463, -3.52078], [7.28407, -4.23960, -2.68871], [8.41885, -4.18943, -1.72863], [9.32337, -4.99022, -1.84784], [8.35856, -3.32696, -0.87661], [7.47072, -5.04571, -3.38851], [6.38024, -4.40422, -2.10784], [7.23820, -3.27068, -3.17961], [-4.03617, 1.88868, 3.68412], [-4.32617, 1.20092, 2.39782], [-4.68107, 0.04198, 2.44288], [-4.17717, 1.83902, 1.37611], [-4.19920, 1.18027, 4.48634], [-2.99963, 2.21386, 3.65129], [-4.71066, 2.73698, 3.74681], [-4.19063, 4.08643, -0.68097], [-4.24440, 5.37524, -1.42378], [-4.56539, 6.37506, -0.81491], [-3.96908, 5.34162, -2.60680], [-4.45912, 4.26315, 0.35191], [-4.88954, 3.41111, -1.16504], [-3.17996, 3.69793, -0.76397], [-0.63828, 1.54598, -7.86821], [-0.64283, 0.82534, -6.56565], [-1.56298, 0.06465, -6.33951], [0.28494, 1.03660, -5.81312], [-1.51720, 1.24967, -8.42440], [-0.63942, 2.60924, -7.64626], [0.27521, 1.26676, -8.37815], [6.43062, -0.77668, -6.61041], [6.30431, -1.72934, -5.47343], [5.37564, -2.50554, -5.47724], [7.15671, -1.65704, -4.61046], [5.60935, -0.95663, -7.29291], [6.39757, 0.22485, -6.19292], [7.39373, -0.96006, -7.07647], [-8.06635, 0.39043, 1.36804], [-8.02897, 1.67760, 2.11418], [-9.07943, 2.25132, 2.33854], [-6.93581, 2.07416, 2.44492], [-9.10026, 0.16496, 1.13652], [-7.47444, 0.52428, 0.46759], [-7.61839, -0.36690, 2.00476], [4.26020, 1.06256, 5.94671], [5.71748, 0.82517, 5.75772], [6.49736, 1.53634, 6.36528], [6.04959, -0.06751, 5.00529], [4.14561, 1.88832, 6.63849], [3.82090, 1.28910, 4.98023], [3.81295, 0.14950, 6.32839], [0.35855, -1.73667, -10.77027], [0.05544, -0.38553, -11.32177], [-0.16168, 0.51296, -10.53164], [0.04260, -0.27437, -12.52633], [0.33063, -1.67949, -9.68906], [-0.39562, -2.41568, -11.15572], [1.34121, -2.01845, -11.13554], [0.59163, 1.93121, 8.49644], [0.46332, 3.09243, 7.57475], [1.47912, 3.63549, 7.19627], [-0.66378, 3.43684, 7.28323], [1.64560, 1.75378, 8.67106], [0.06907, 2.20457, 9.40869], [0.12861, 1.07148, 8.01508], [-9.77274, 3.42417, -0.77738], [-9.85980, 2.37339, -1.82796], [-10.75636, 2.44678, -2.63964], [-9.01266, 1.50189, -1.79884], [-10.58163, 4.12796, -0.92960], [-9.84895, 2.92788, 0.18601], [-8.80255, 3.90136, -0.88023]], "mulliken_charge": [-0.53, -0.56, -0.05, -0.13, -1.00, 0.26, -0.69, -0.56, 0.96, -0.71, 0.27, 0.23, -0.08, 0.48, -0.13, 0.20, 0.02, 0.37, 0.24, 0.28, 0.41, 0.22, 0.33, -0.37, -0.39, -0.71, 0.95, -0.51, -0.59, 0.33, 0.24, 0.29, -0.78, 0.98, -0.54, -0.57, 0.33, 0.31, 0.26, -0.47, 0.90, -0.57, -0.54, 0.28, 0.22, 0.20, -0.88, 0.92, -0.54, -0.43, 0.33, 0.36, 0.26, -0.68, 0.91, -0.54, -0.56, 0.32, 0.25, 0.29, -0.69, 0.90, -0.53, -0.50, 0.27, 0.30, 0.28, -0.73, 0.89, -0.53, -0.55, 0.30, 0.29, 0.29, -0.75, 0.94, -0.58, -0.54, 0.30, 0.29, 0.29, -0.52, 0.89, -0.59, -0.54, 0.30, 0.24, 0.19, -0.68, 0.86, -0.52, -0.52, 0.28, 0.28, 0.28, -0.67, 0.99, -0.54, -0.59, 0.25, 0.30, 0.23, -0.58, 0.90, -0.55, -0.53, 0.31, 0.18, 0.26]}